Entry 1:
Density functional theory data (ωB97M-V/def2-TZVPD) for an isolated ion of composition C2H2Cl3O2S and charge -1.

Summary:
Net charge: -1
HOMO-LUMO gap (eV): 7.39
E (eV): -54604.0128

Structure (XYZ):
```
10
Properties=species:S:1:pos:R:3:forces:R:3:lowdin_charge:R:1
C 0.898721 -0.417060 0.923117 -3.9 1.9 2.6 -0.585
C -0.241156 -0.721056 0.023161 1.2 0.2 -0.8 -1.105
O -0.336219 2.097800 -0.389032 0.2 0.5 1.0 -0.605
O -1.409069 -0.312655 0.149833 -2.1 -0.3 1.4 -0.287
S -0.855136 0.990957 -1.166847 0.4 -0.5 -0.8 0.697
Cl 0.824339 -1.563404 2.324071 0.2 -0.2 0.5 0.485
Cl -1.370797 2.372890 -3.036095 0.0 0.1 -0.6 -0.283
Cl 0.075631 -2.359956 -0.632580 -0.4 -0.4 -0.7 0.566
H 1.699938 -0.686769 0.376462 3.3 0.0 -1.2 0.009
H 0.713748 0.599253 1.427911 1.0 -1.4 -1.4 0.108
```
Forces are in eV/Å.

---

Entry 2:
Density functional theory data (ωB97M-V/def2-TZVPD) for a 2-piece molecular cluster, C2H2Cl3OP overall.

Summary:
<S²>: 2.02
HOMO-LUMO gap (spin up / spin down) (eV): 9.09 / 6.97
Spin multiplicity: 3
E (eV): -51007.5273

Structure (XYZ):
```
9
Properties=species:S:1:pos:R:3:forces:R:3:mulliken_spin:R:1
C 1.023945 1.429391 -1.122381 0.5 0.5 -0.5 -0.100
C 0.468438 0.276543 -1.291054 -0.3 0.2 1.1 0.853
O -1.983980 -1.854196 0.725437 -0.3 -0.1 -0.8 0.259
P -0.888785 -1.000970 1.191857 -0.4 -0.4 1.3 0.469
Cl 0.054623 -0.930921 -2.278843 -0.1 -0.7 -1.0 0.143
Cl 0.391861 -2.130169 2.315001 0.3 0.2 -0.1 0.141
Cl -1.630178 0.329107 2.562434 0.2 0.2 -0.1 0.139
H 1.529393 1.944755 -1.932228 0.1 0.1 -0.2 0.059
H 1.034682 1.936460 -0.170222 -0.1 0.0 0.3 0.037
```
Forces are in eV/Å.

---

Entry 3:
Density functional theory data (ωB97M-V/def2-TZVPD) for a 2-piece molecular cluster, C2H2Cl6 overall.

Summary:
<S²>: 0.75
Net charge: -1
HOMO-LUMO gap (spin up / spin down) (eV): 2.47 / 8.85
Spin multiplicity: 2
E (eV): -77240.0079

Structure (XYZ):
```
10
Properties=species:S:1:pos:R:3:forces:R:3:mulliken_spin:R:1
C -16.728490 -23.066320 1.611740 -0.8 0.3 1.0 0.073
Cl -16.121300 -24.601050 1.047980 0.9 -2.5 -0.7 0.329
Cl -18.415130 -22.910840 1.079980 -1.8 0.2 -0.1 0.223
Cl -15.780740 -21.618560 1.018630 1.2 2.1 -0.5 0.395
H -16.686270 -23.043350 2.700680 -0.1 -0.1 0.2 -0.037
C -12.864530 -23.741220 0.308730 -1.3 1.1 -0.9 -0.009
Cl -13.222440 -23.577080 1.988070 0.6 0.0 0.8 0.031
Cl -11.357640 -24.504680 -0.025690 0.8 -0.9 0.0 -0.002
Cl -12.849530 -22.156750 -0.520790 0.2 0.2 0.1 -0.007
H -13.720810 -24.224230 -0.161990 0.4 -0.4 0.2 0.003
```
Forces are in eV/Å.

---

Entry 4:
Density functional theory data (ωB97M-V/def2-TZVPD) for C2H2Cl6CrO8S2 as an isolated structure.

Summary:
<S²>: 6.02
Net charge: -2
HOMO-LUMO gap (spin up / spin down) (eV): 4.78 / 4.85
Spin multiplicity: 5
E (eV): -143713.1760

Structure (XYZ):
```
21
Properties=species:S:1:pos:R:3:forces:R:3:mulliken_spin:R:1
Cr 0.747064 -0.331681 -0.340273 0.2 -0.1 -2.6 3.924
S -0.805138 -0.308144 -2.546422 2.7 -0.2 -5.2 0.001
O -0.298019 0.624122 -3.544377 -2.9 1.9 -0.4 -0.005
O -1.751547 -1.281909 -3.083469 -1.2 0.5 1.0 -0.002
O 0.477309 -0.944816 -2.275726 3.1 -4.3 2.7 0.009
O -1.043550 0.222287 -1.205079 -2.4 2.2 3.1 -0.010
S 3.037721 0.434631 -1.273930 3.5 0.3 -8.8 0.002
O 4.367994 0.934498 -1.079459 1.5 0.8 3.4 0.000
O 1.914230 1.261941 -0.911551 -3.0 3.3 2.8 0.025
O 3.004337 0.332207 -2.761711 -0.7 -1.0 1.2 0.002
O 2.716564 -0.822960 -0.594333 -0.7 -2.8 2.5 -0.020
C 0.096981 2.770167 3.035534 -0.6 -0.4 -0.6 0.020
Cl 0.753819 1.753101 1.702873 0.0 0.7 1.0 0.002
Cl 0.667109 2.373194 4.682136 0.0 0.0 -0.6 0.002
Cl -1.710786 2.686507 2.987993 0.7 0.1 0.1 0.000
H 0.388506 3.797773 2.818374 -0.1 -0.3 0.1 0.001
C -2.595567 -2.680286 0.795822 0.2 -0.4 0.1 0.036
Cl -2.465351 -4.440817 1.329712 -0.5 1.0 0.0 0.007
Cl -1.020427 -2.179543 0.229053 0.0 -0.8 0.1 0.002
Cl -3.169688 -1.570960 2.059298 0.0 -0.5 0.0 0.004
H -3.311562 -2.629313 -0.024461 0.2 -0.2 0.1 -0.001
```
Forces are in eV/Å.

---

Entry 5:
Density functional theory data (ωB97M-V/def2-TZVPD) for C2H2ClF3 in the gas phase.

Summary:
SMILES: FCC(F)(F)Cl
HOMO-LUMO gap (eV): 12.63
E (eV): -22780.9723

Structure (XYZ):
```
8
Properties=species:S:1:pos:R:3:forces:R:3:lowdin_charge:R:1
F 0.425811 0.677634 1.820802 0.0 0.3 0.5 -0.020
C -0.545767 0.942521 0.890664 1.4 -2.7 -0.4 -0.148
C -0.415079 -0.154581 -0.157813 1.5 2.9 -1.2 -0.992
F -1.326557 0.045188 -1.111191 -0.6 0.1 -0.5 0.073
F -0.536908 -1.314815 0.318801 -1.0 -3.5 1.7 0.132
Cl 1.208658 -0.118619 -0.902732 0.3 0.3 -0.3 0.724
H -0.341421 1.829473 0.403399 0.0 2.2 -0.6 0.107
H -1.501818 0.787341 1.290244 -1.5 0.4 0.9 0.123
```
Forces are in eV/Å.

---

Entry 6:
Density functional theory data (ωB97M-V/def2-TZVPD) for C2H2ClFOS in the gas phase.

Summary:
SMILES: O=C(S)[C@@H](F)Cl
HOMO-LUMO gap (eV): 10.78
E (eV): -30228.5562

Structure (XYZ):
```
8
Properties=species:S:1:pos:R:3:forces:R:3:lowdin_charge:R:1
O 0.700694 1.440140 -0.730850 -0.3 -2.6 0.9 0.029
C 0.451966 0.342793 -0.232834 -0.7 3.2 -0.6 -0.831
S 1.533775 -0.967216 0.074724 1.4 -0.1 -0.6 0.854
C -0.953591 0.034878 0.347730 -0.4 1.0 -0.6 -0.743
F -1.830624 1.094343 0.177307 1.1 -0.8 0.3 -0.031
Cl -1.619971 -1.356318 -0.460833 -0.4 -0.6 -0.4 0.688
H 2.584543 -0.356713 -0.564988 -0.6 -0.3 0.5 -0.064
H -0.866790 -0.231906 1.389745 -0.1 0.3 0.4 0.097
```
Forces are in eV/Å.

---

Entry 7:
Density functional theory data (ωB97M-V/def2-TZVPD) for a 2-piece molecular cluster, C2H2ClN3O overall.

Summary:
HOMO-LUMO gap (spin up / spin down) (eV): 7.81 / 7.89
E (eV): -21141.6590

Structure (XYZ):
```
9
Properties=species:S:1:pos:R:3:forces:R:3:lowdin_charge:R:1
C -0.587380 -1.442252 0.503519 1.1 0.6 -0.2 -0.188
C -0.184336 0.635232 0.857167 1.3 -2.8 0.4 -0.776
N -0.597854 -0.491772 1.496693 -0.6 1.2 -1.2 0.080
N -0.028518 -1.041067 -0.662567 -0.6 -0.3 1.1 0.068
N 0.319098 0.144093 -0.314790 0.9 5.1 -3.3 -0.034
O 0.805994 1.533990 -1.594002 -1.2 -3.2 2.5 -0.041
Cl 0.304571 2.130460 1.488534 -0.5 -0.3 -0.1 0.744
H -0.748985 -2.492694 0.651812 -0.4 -0.1 0.2 0.102
H 0.717410 1.024011 -2.426366 -0.1 -0.1 0.5 0.045
```
Forces are in eV/Å.

---

Entry 8:
Density functional theory data (ωB97M-V/def2-TZVPD) for C2H2ClN3O2 in the gas phase.

Summary:
SMILES: O/N=c1\o[nH]nc1Cl
HOMO-LUMO gap (eV): 9.47
E (eV): -23189.8070

Structure (XYZ):
```
10
Properties=species:S:1:pos:R:3:forces:R:3:lowdin_charge:R:1
O -0.373151 2.373700 0.988178 0.9 -0.2 -0.1 -0.035
N -1.068571 1.322359 0.406150 0.0 0.3 0.2 0.058
C -0.364218 0.331805 0.077591 0.1 -0.5 -0.3 -0.394
O 0.984873 0.208125 0.209076 0.0 0.2 0.1 -0.002
N 1.344732 -0.988560 -0.519913 0.5 -0.6 0.5 0.008
N 0.191148 -1.676310 -0.817225 -0.3 0.3 0.1 0.060
C -0.802359 -0.919544 -0.557320 0.3 -0.1 0.1 -0.710
Cl -2.414945 -1.307647 -0.883925 0.0 0.0 0.0 0.758
H 0.603784 2.198253 0.935328 -1.0 0.1 0.0 0.105
H 1.898707 -1.542181 0.162060 -0.5 0.4 -0.5 0.152
```
Forces are in eV/Å.

---

Entry 9:
Density functional theory data (ωB97M-V/def2-TZVPD) for C2H2ClNO as an isolated structure.

Summary:
HOMO-LUMO gap (spin up / spin down) (eV): 6.79 / 7.76
E (eV): -18158.1606

Structure (XYZ):
```
7
Properties=species:S:1:pos:R:3:forces:R:3:lowdin_charge:R:1
C -0.470674 0.311007 -0.809542 2.6 -1.6 3.7 -0.088
C -0.012240 -0.259903 0.338671 -1.1 -1.1 0.1 -0.071
N 1.314554 0.195128 0.185592 -2.6 -3.5 -3.7 0.079
O 0.711248 1.008018 -0.887485 1.1 1.8 -0.5 -0.025
Cl -1.778367 -2.368309 1.383765 0.8 0.8 -0.4 -0.052
H -1.412744 0.457990 -1.150473 -2.1 0.8 -1.9 0.080
H 1.648222 0.656070 0.939472 1.3 2.9 2.7 0.076
```
Forces are in eV/Å.

---

Entry 10:
Density functional theory data (ωB97M-V/def2-TZVPD) for a 2-piece molecular cluster, C2H2ClNO overall.

Summary:
HOMO-LUMO gap (spin up / spin down) (eV): 8.17 / 8.17
E (eV): -18158.3630

Structure (XYZ):
```
7
Properties=species:S:1:pos:R:3:forces:R:3:lowdin_charge:R:1
C -1.496930 -0.109398 0.379106 -1.6 0.0 0.7 0.002
C -0.348077 -0.751743 0.096573 0.8 -0.5 0.0 -0.064
N 0.677818 0.008012 0.204322 1.9 -0.9 -0.1 0.080
O -0.470409 0.862831 0.011842 -0.9 1.4 -0.2 -0.040
Cl 3.975202 0.022756 0.036556 0.1 0.0 0.0 0.260
H -2.461521 -0.072890 -0.079839 -0.2 0.1 -0.3 0.086
H 2.695717 0.131199 0.116649 -0.1 0.0 0.0 -0.324
```
Forces are in eV/Å.

---

no.,largest force on an atom (eV Å⁻¹)
1,5.1
2,1.4
3,2.8
4,9.4
5,4.0
6,3.3
7,6.1
8,1.1
9,5.7
10,2.1